Version i
Formula: CH3N2O
Source: OMol25
Level of theory: ωB97M-V/def2-TZVPD

ORCA input file:
```
! wB97M-V def2-TZVPD RIJCOSX def2/J DEFGRID3
* xyz 1 1
C 0.090 0.762 0.036
N -1.987 -0.455 -0.232
N -1.032 0.126 -0.089
O 1.031 -1.342 -0.426
H 0.367 0.948 0.980
H 0.508 1.459 -0.777
H 1.021 -1.497 0.508
*
```

The value obtained for the HOMO energy (spin up / spin down) is -17.9 / -17.1 eV. For the lowest unoccupied orbital energy (spin up / spin down), the calculation gives -8.9 / -7.5 eV. The HOMO-LUMO gap (spin up / spin down) is 8.96 / 9.69 eV. The molar mass comes out at 59.05 g/mol.

---

Version ii
Formula: CH3N2O
Source: OMol25
Level of theory: ωB97M-V/def2-TZVPD

ORCA input file:
```
! wB97M-V def2-TZVPD RIJCOSX def2/J DEFGRID3
* xyz 1 1
C -0.444 0.391 0.114
N -2.093 2.058 -0.510
N -1.358 1.248 -0.314
O 0.366 0.858 0.992
H 0.367 0.492 -1.406
H -0.906 -0.752 0.044
H 1.057 0.167 1.300
*
```

The value obtained for the HOMO energy (spin up / spin down) is -16.1 / -16.1 eV. For the lowest unoccupied orbital energy (spin up / spin down), the calculation gives -6.8 / -6.8 eV. The HOMO-LUMO gap (spin up / spin down) is 9.33 / 9.33 eV. The molar mass comes out at 59.05 g/mol.

---

Of them, version i has the lowest stability.

---

Version i
Formula: C15H18O2
Source: OMol25
Level of theory: ωB97M-V/def2-TZVPD

ORCA input file:
```
! wB97M-V def2-TZVPD RIJCOSX def2/J DEFGRID3
* xyz 0 1
C 3.639 -3.421 -0.437
C 2.413 -3.719 0.429
C 1.065 -3.365 -0.148
C -0.016 -4.159 0.154
C -1.274 -3.891 -0.379
C -1.428 -2.798 -1.201
O -2.625 -2.464 -1.804
C -0.362 -1.939 -1.454
C 0.888 -2.243 -0.946
H 4.547 -3.616 0.114
H 3.666 -2.394 -0.790
H 3.541 -4.017 -1.343
H 2.448 -4.729 0.831
H 2.491 -3.092 1.324
H 0.087 -5.042 0.771
H -2.118 -4.516 -0.127
H -3.197 -3.237 -1.889
H -0.557 -1.118 -2.131
H 1.695 -1.621 -1.287
C -0.670 3.129 -2.090
C -0.554 3.187 -0.600
C 0.684 3.135 0.025
C 0.883 3.440 1.369
C -0.199 3.849 2.133
O -0.134 4.111 3.472
C -1.464 3.837 1.554
C -1.641 3.509 0.223
H -1.018 4.136 -2.363
H -1.462 2.498 -2.494
H 0.192 3.016 -2.743
H 1.564 2.983 -0.583
H 1.892 3.532 1.754
H 0.792 4.070 3.746
H -2.330 4.024 2.156
H -2.656 3.313 -0.082
*
```

The value obtained for the HOMO energy is -8.3 eV. For the lowest unoccupied orbital energy, the calculation gives 0.8 eV. The HOMO-LUMO gap is 9.05 eV. As for the SMILES: CCc1ccc(O)cc1.Cc1ccc(O)cc1. The molar mass comes out at 230.31 g/mol.

---

Version ii
Formula: C15H18O2
Source: OMol25
Level of theory: ωB97M-V/def2-TZVPD

ORCA input file:
```
! wB97M-V def2-TZVPD RIJCOSX def2/J DEFGRID3
* xyz 0 1
C 1.924 -1.718 -3.184
C 1.119 -0.830 -2.160
C 0.921 -1.455 -0.776
C 1.991 -1.401 0.090
C 1.881 -1.865 1.377
C 0.678 -2.331 1.791
O 0.523 -2.650 3.123
C -0.496 -2.402 1.049
C -0.322 -1.958 -0.249
H 2.799 -2.111 -2.650
H 2.123 -1.088 -4.015
H 1.282 -2.547 -3.434
H 1.793 0.062 -2.021
H 0.102 -0.531 -2.451
H 2.888 -1.003 -0.397
H 2.726 -1.858 2.045
H 1.268 -2.997 3.639
H -1.316 -3.003 1.412
H -1.076 -1.913 -1.021
C -0.818 1.157 2.666
C -1.117 1.712 1.317
C -0.201 2.573 0.721
C -0.462 3.069 -0.534
C -1.655 2.671 -1.158
O -1.977 3.061 -2.435
C -2.690 2.038 -0.511
C -2.349 1.425 0.744
H 0.221 1.129 2.963
H -1.350 0.180 2.744
H -1.424 1.707 3.461
H 0.703 2.734 1.276
H 0.325 3.530 -1.099
H -1.317 3.844 -2.630
H -3.653 1.915 -0.960
H -3.043 0.856 1.268
*
```

The value obtained for the HOMO energy is -8.1 eV. For the lowest unoccupied orbital energy, the calculation gives 0.8 eV. The HOMO-LUMO gap is 8.92 eV. As for the SMILES: CCc1ccc(O)cc1.Cc1ccc(O)cc1. The molar mass comes out at 230.31 g/mol.

---

Of them, version ii has the lowest stability.

---

Version i
Formula: C3H9N4
Source: OMol25
Level of theory: ωB97M-V/def2-TZVPD

ORCA input file:
```
! wB97M-V def2-TZVPD RIJCOSX def2/J DEFGRID3
* xyz 1 3
C 0.043 0.374 -0.583
C 0.181 -0.264 -1.969
C -0.491 -0.006 1.888
N 0.086 -2.477 1.228
N 0.130 -1.779 0.210
N -0.044 -0.467 0.537
N 0.006 1.703 -0.500
H 0.604 -1.178 -2.081
H 0.786 0.411 -2.653
H -0.810 -0.233 -2.500
H 0.417 0.252 2.390
H -1.178 0.804 1.789
H -1.048 -0.918 2.379
H 0.486 -3.431 1.165
H 0.161 2.303 -1.204
H -0.095 2.180 0.410
*
```

The value obtained for the HOMO energy (spin up / spin down) is -11.3 / -14.7 eV. Its expectation value of S² is 2.015. For the lowest unoccupied orbital energy (spin up / spin down), the calculation gives -3.5 / -6.5 eV. The HOMO-LUMO gap (spin up / spin down) is 7.82 / 8.24 eV. The molar mass comes out at 101.13 g/mol.

---

Version ii
Formula: C3H9N4
Source: OMol25
Level of theory: ωB97M-V/def2-TZVPD

ORCA input file:
```
! wB97M-V def2-TZVPD RIJCOSX def2/J DEFGRID3
* xyz 1 3
C 2.768 0.396 0.549
C -1.407 0.190 0.089
C 0.544 -1.108 -0.546
N 1.734 0.483 -0.164
N -2.663 0.171 0.476
N -0.890 1.331 -0.390
N -0.642 -0.898 0.207
H 3.346 1.309 0.614
H 3.122 -0.598 1.007
H 1.050 -2.053 -0.193
H 0.529 -1.000 -1.637
H -3.221 0.977 0.171
H -3.093 -0.633 0.960
H -1.403 2.157 -0.170
H 0.073 1.578 -0.715
H -0.985 -1.515 0.836
*
```

The value obtained for the HOMO energy (spin up / spin down) is -9.9 / -15.0 eV. Its expectation value of S² is 2.019. For the lowest unoccupied orbital energy (spin up / spin down), the calculation gives -2.9 / -5.6 eV. The HOMO-LUMO gap (spin up / spin down) is 7.02 / 9.45 eV. The molar mass comes out at 101.13 g/mol.

---

Of them, version i has the lowest stability.

---

Version i
Formula: C23H33N5O2
Source: OMol25
Level of theory: ωB97M-V/def2-TZVPD

ORCA input file:
```
! wB97M-V def2-TZVPD RIJCOSX def2/J DEFGRID3
* xyz 0 1
C 5.863 -0.879 0.171
O 5.091 -0.293 -0.857
C 3.976 -1.037 -1.223
C 3.975 -1.587 -2.494
C 2.913 -2.353 -2.941
C 1.856 -2.595 -2.085
C 1.842 -2.039 -0.819
C 2.873 -1.217 -0.362
N 2.882 -0.631 0.908
C 1.887 -1.011 1.886
C 0.571 -0.239 1.731
N 0.834 1.189 1.783
C -0.377 1.988 1.837
C -0.131 3.404 2.364
C -1.473 4.117 2.532
C -2.262 4.107 1.220
N -2.412 2.749 0.734
C -3.620 2.139 0.818
O -4.625 2.749 1.134
C -3.667 0.660 0.471
C -3.557 0.407 -1.047
C -3.041 -0.968 -1.309
C -1.722 -1.351 -1.608
N -1.618 -2.663 -1.712
N -2.832 -3.148 -1.487
C -3.074 -4.560 -1.532
C -3.723 -2.167 -1.238
C -1.143 2.106 0.499
C 1.783 1.556 0.746
C 3.097 0.804 0.978
H 5.272 -1.043 1.076
H 6.671 -0.179 0.380
H 6.286 -1.835 -0.159
H 4.834 -1.405 -3.123
H 2.924 -2.768 -3.937
H 1.014 -3.194 -2.397
H 0.989 -2.245 -0.193
H 1.709 -2.086 1.836
H 2.307 -0.776 2.870
H -0.095 -0.502 2.558
H 0.083 -0.532 0.786
H -1.041 1.484 2.552
H 0.398 3.353 3.317
H 0.489 3.965 1.662
H -1.316 5.148 2.850
H -2.062 3.611 3.300
H -3.261 4.518 1.366
H -1.736 4.695 0.460
H -2.873 0.129 1.001
H -4.622 0.277 0.832
H -4.542 0.535 -1.500
H -2.886 1.135 -1.506
H -0.861 -0.731 -1.766
H -3.465 -4.916 -0.577
H -2.126 -5.052 -1.741
H -3.789 -4.804 -2.321
H -4.754 -2.376 -1.038
H -1.275 1.126 0.049
H -0.571 2.730 -0.197
H 1.970 2.628 0.795
H 1.415 1.303 -0.264
H 3.832 1.108 0.235
H 3.473 1.042 1.978
*
```

The value obtained for the HOMO energy is -7.7 eV. For the lowest unoccupied orbital energy, the calculation gives 0.7 eV. The HOMO-LUMO gap is 8.37 eV. As for the SMILES: COc1ccccc1N1CCN([C@H]2CCCN(C(=O)CCc3cnn(C)c3)C2)CC1. The molar mass comes out at 411.55 g/mol.

---

Version ii
Formula: C23H33N5O2
Source: OMol25
Level of theory: ωB97M-V/def2-TZVPD

ORCA input file:
```
! wB97M-V def2-TZVPD RIJCOSX def2/J DEFGRID3
* xyz 0 1
C -6.507 0.673 1.364
C -5.338 0.366 0.437
C -3.999 0.502 1.177
N -2.795 0.241 0.415
C -2.549 1.165 -0.674
C -1.124 0.969 -1.179
N -0.921 -0.395 -1.643
C 0.445 -0.546 -2.116
C 0.736 -1.905 -2.752
C 2.049 -1.862 -3.543
N 3.168 -1.501 -2.699
C 3.577 -0.221 -2.611
O 3.186 0.652 -3.361
C 4.615 0.113 -1.540
C 4.757 -0.841 -0.358
N 3.508 -1.038 0.361
N 3.011 0.035 0.941
C 1.913 -0.039 1.639
C 1.369 1.211 2.178
C 2.225 2.273 2.464
C 1.723 3.462 2.954
C 0.359 3.611 3.156
C -0.498 2.565 2.859
C -0.002 1.368 2.376
C 1.288 -1.302 1.871
C 1.800 -2.404 1.276
C 2.932 -2.300 0.389
O 3.388 -3.205 -0.301
C -1.243 -1.326 -0.577
C -2.672 -1.111 -0.089
H -7.451 0.572 0.834
H -6.435 1.689 1.747
H -6.513 -0.012 2.210
H -5.439 -0.649 0.050
H -5.357 1.055 -0.410
H -3.996 -0.187 2.029
H -3.914 1.520 1.570
H -2.662 2.187 -0.304
H -3.245 1.009 -1.514
H -0.938 1.646 -2.016
H -0.419 1.222 -0.367
H 1.161 -0.362 -1.293
H 0.612 0.229 -2.868
H -0.080 -2.164 -3.427
H 0.813 -2.680 -1.986
H 2.249 -2.840 -3.988
H 1.985 -1.109 -4.331
H 3.446 -2.196 -2.018
H 4.352 1.107 -1.173
H 5.583 0.195 -2.041
H 5.105 -1.828 -0.669
H 5.479 -0.414 0.346
H 3.284 2.146 2.299
H 2.394 4.278 3.179
H -0.033 4.541 3.538
H -1.563 2.679 3.000
H -0.695 0.580 2.119
H 0.448 -1.367 2.546
H 1.381 -3.388 1.414
H -1.145 -2.344 -0.957
H -0.554 -1.200 0.277
H -2.891 -1.815 0.718
H -3.360 -1.308 -0.928
*
```

The value obtained for the HOMO energy is -8.5 eV. For the lowest unoccupied orbital energy, the calculation gives -0.2 eV. The HOMO-LUMO gap is 8.31 eV. As for the SMILES: CCCN1CCN(CCCNC(=O)CCn2nc(-c3ccccc3)ccc2=O)CC1. The molar mass comes out at 411.55 g/mol.

---

Of them, version i has the lowest stability.

---

Version i
Formula: CH4N2O2
Source: OMol25
Level of theory: ωB97M-V/def2-TZVPD

ORCA input file:
```
! wB97M-V def2-TZVPD RIJCOSX def2/J DEFGRID3
* xyz 0 1
O 1.235 -0.965 0.180
N 1.377 0.396 -0.270
C 0.284 0.954 -0.135
N -0.944 0.361 0.467
O -1.345 -0.816 -0.432
H 2.107 -1.450 -0.062
H 0.120 2.137 -0.164
H -1.677 0.927 -0.035
H -1.158 -1.544 0.450
*
```

The value obtained for the HOMO energy is -9.8 eV. For the lowest unoccupied orbital energy, the calculation gives 0.7 eV. The HOMO-LUMO gap is 10.46 eV. As for the SMILES: O/N=C\NO. The molar mass comes out at 76.05 g/mol.

---

Version ii
Formula: CH4N2O2
Source: OMol25
Level of theory: ωB97M-V/def2-TZVPD

ORCA input file:
```
! wB97M-V def2-TZVPD RIJCOSX def2/J DEFGRID3
* xyz 0 1
O -1.766 -0.691 -0.031
N -1.162 0.673 0.021
C 0.109 0.966 -0.014
N 1.270 0.413 0.160
O 1.220 -0.996 -0.174
H -0.991 -1.431 0.308
H 0.171 2.124 -0.155
H 2.094 0.833 -0.372
H 1.684 -1.426 0.671
*
```

The value obtained for the HOMO energy is -9.0 eV. For the lowest unoccupied orbital energy, the calculation gives 0.3 eV. The HOMO-LUMO gap is 9.26 eV. As for the SMILES: O/N=C\NO. The molar mass comes out at 76.05 g/mol.

---

Of them, version i has the lowest stability.

---

Version i
Formula: CH4N2O2
Source: OMol25
Level of theory: ωB97M-V/def2-TZVPD

ORCA input file:
```
! wB97M-V def2-TZVPD RIJCOSX def2/J DEFGRID3
* xyz 0 1
N -2.786 -1.170 -0.185
N -3.191 -0.140 -0.005
O -3.584 0.935 0.173
C 1.727 -0.277 -0.092
O 0.784 0.808 -0.115
H 2.744 -0.012 -0.329
H 1.281 -0.945 -0.726
H 1.961 -0.844 0.970
H 1.066 1.645 0.308
*
```

The value obtained for the HOMO energy is -10.4 eV. For the lowest unoccupied orbital energy, the calculation gives 0.9 eV. The HOMO-LUMO gap is 11.24 eV. As for the SMILES: N#[N+][O-].CO. The molar mass comes out at 76.05 g/mol.

---

Version ii
Formula: CH4N2O2
Source: OMol25
Level of theory: ωB97M-V/def2-TZVPD

ORCA input file:
```
! wB97M-V def2-TZVPD RIJCOSX def2/J DEFGRID3
* xyz 0 1
C -0.341 -1.136 -0.603
N -1.569 -0.862 -0.977
N 0.579 0.763 -0.479
O 0.288 -2.185 -0.585
O 1.938 0.461 -0.008
H -1.653 0.142 -1.202
H -2.200 -1.485 -1.535
H 0.889 0.751 -1.437
H 1.953 0.651 0.931
*
```

The value obtained for the HOMO energy (spin up / spin down) is -8.7 / -8.7 eV. For the lowest unoccupied orbital energy (spin up / spin down), the calculation gives 0.3 / 0.3 eV. The HOMO-LUMO gap (spin up / spin down) is 9.05 / 9.05 eV. The molar mass comes out at 76.05 g/mol.

---

Version iii
Formula: CH4N2O2
Source: OMol25
Level of theory: ωB97M-V/def2-TZVPD

ORCA input file:
```
! wB97M-V def2-TZVPD RIJCOSX def2/J DEFGRID3
* xyz 0 1
C -1.996 0.170 -0.391
N 1.748 0.742 0.194
N 1.002 -0.015 -0.596
O -1.833 -0.618 0.467
O 0.764 -1.171 0.080
H -3.043 0.380 -0.749
H 1.546 1.810 0.119
H 1.838 0.253 1.175
H -0.026 -1.552 -0.299
*
```

The value obtained for the HOMO energy (spin up / spin down) is -7.1 / -8.7 eV. For the lowest unoccupied orbital energy (spin up / spin down), the calculation gives -0.2 / 0.8 eV. The HOMO-LUMO gap (spin up / spin down) is 6.85 / 9.46 eV. The molar mass comes out at 76.05 g/mol.

---

Of them, version iii has the lowest stability.

---

Version i
Formula: C21H25N3O5
Source: OMol25
Level of theory: ωB97M-V/def2-TZVPD

ORCA input file:
```
! wB97M-V def2-TZVPD RIJCOSX def2/J DEFGRID3
* xyz 0 1
C -4.741 -2.819 1.408
C -5.051 -1.899 0.238
O -4.641 -0.589 0.590
C -5.071 0.433 -0.267
C -4.289 0.460 -1.599
N -2.874 0.432 -1.338
C -2.182 -0.731 -1.418
O -2.645 -1.738 -1.926
C -0.788 -0.700 -0.891
C -0.171 -1.930 -0.627
C 1.124 -2.000 -0.185
C 1.902 -0.840 0.008
N 3.219 -0.957 0.326
C 3.746 -2.092 1.076
C 5.084 -1.592 1.640
C 5.412 -0.456 0.717
C 6.599 0.212 0.522
C 6.648 1.222 -0.432
C 5.527 1.533 -1.182
C 4.326 0.870 -0.987
C 4.270 -0.110 -0.011
C 1.238 0.398 -0.165
N 1.796 1.637 0.277
O 1.320 2.667 -0.166
O 2.678 1.602 1.116
C -0.071 0.453 -0.644
O -4.822 1.658 0.347
C -5.506 1.891 1.572
C -6.967 2.287 1.378
H -5.034 -3.836 1.163
H -3.675 -2.795 1.617
H -5.277 -2.494 2.296
H -4.513 -2.237 -0.657
H -6.131 -1.899 0.020
H -6.152 0.299 -0.489
H -4.536 -0.413 -2.207
H -4.552 1.377 -2.130
H -2.553 1.160 -0.721
H -0.741 -2.830 -0.804
H 1.576 -2.965 -0.020
H 3.914 -2.945 0.405
H 3.041 -2.387 1.855
H 4.966 -1.221 2.661
H 5.848 -2.368 1.642
H 7.476 -0.049 1.095
H 7.569 1.759 -0.596
H 5.583 2.306 -1.934
H 3.469 1.114 -1.598
H -0.491 1.437 -0.796
H -4.955 2.713 2.035
H -5.427 1.004 2.210
H -7.547 1.463 0.969
H -7.036 3.133 0.698
H -7.395 2.566 2.336
*
```

The value obtained for the HOMO energy is -7.8 eV. For the lowest unoccupied orbital energy, the calculation gives -0.4 eV. The HOMO-LUMO gap is 7.40 eV. As for the SMILES: CCOC(CNC(=O)c1ccc(N2CCc3ccccc32)c([N+](=O)[O-])c1)OCC. The molar mass comes out at 399.45 g/mol.

---

Version ii
Formula: C21H25N3O5
Source: OMol25
Level of theory: ωB97M-V/def2-TZVPD

ORCA input file:
```
! wB97M-V def2-TZVPD RIJCOSX def2/J DEFGRID3
* xyz 0 1
C -0.242 -2.649 3.377
C -1.114 -1.411 3.231
C -1.225 -0.805 1.977
C -2.028 0.338 1.826
C -2.152 1.028 0.486
O -2.175 2.253 0.373
N -2.162 0.214 -0.580
C -1.994 0.629 -1.975
C -0.632 1.340 -2.261
C -0.339 1.514 -3.792
C -1.511 2.143 -4.576
C 0.942 2.358 -4.017
C 2.137 1.847 -3.190
C 1.750 1.665 -1.707
N 0.603 0.729 -1.672
C 0.814 -0.623 -1.617
O 0.038 -1.442 -2.108
C 1.976 -1.108 -0.902
C 2.340 -0.622 0.427
C 3.394 -1.136 1.096
C 4.207 -2.208 0.506
O 5.186 -2.760 0.996
O 3.800 -2.635 -0.746
C 2.726 -2.110 -1.406
N -2.707 0.874 2.880
C -2.591 0.279 4.091
C -1.812 -0.863 4.323
C -1.731 -1.497 5.714
O -2.350 -0.742 6.742
H -0.828 -3.481 3.768
H 0.193 -2.964 2.427
H 0.574 -2.459 4.076
H -0.685 -1.209 1.132
H -2.195 -0.778 -0.409
H -2.108 -0.247 -2.614
H -2.819 1.294 -2.239
H -0.736 2.331 -1.813
H -0.152 0.516 -4.197
H -1.795 3.112 -4.164
H -1.251 2.294 -5.624
H -2.396 1.506 -4.565
H 1.190 2.413 -5.078
H 0.739 3.390 -3.722
H 2.511 0.907 -3.599
H 2.965 2.552 -3.266
H 2.580 1.399 -1.055
H 1.403 2.610 -1.284
H 1.751 0.161 0.892
H 3.650 -0.768 2.077
H 2.545 -2.595 -2.358
H -3.147 0.743 4.893
H -2.199 -2.482 5.669
H -0.682 -1.636 5.978
H -2.256 -1.209 7.577
*
```

The value obtained for the HOMO energy is -9.4 eV. For the lowest unoccupied orbital energy, the calculation gives -0.2 eV. The HOMO-LUMO gap is 9.22 eV. As for the SMILES: Cc1cc(C(=O)NC[C@@H]2[C@@H](C)CCCN2C(=O)c2ccc(=O)oc2)ncc1CO. The molar mass comes out at 399.45 g/mol.

---

Of them, version i has the lowest stability.